# 1
Molecular formula: C14H4BrF5IO9PrSe
Method: DFT, ωB97M-V with the def2-TZVPD basis set

Values from the calculation:
frontier orbital gap (alpha / beta) = 7.0 / 7.0 eV
multiplicity = 3
HOMO energy (alpha / beta) = -0.1077 / -0.1086 Ha
largest force on an atom = 3.90 eV Å⁻¹
net charge = -2
expectation value of S² = 2.00
energy relative to the best compared isomer or geometry (same formula, charge and spin) = 173.7 kJ/mol

Structure (XYZ):
```
36
Properties=species:S:1:pos:R:3:lowdin_charge:R:1
Pr -0.373 0.820 -0.653 0.82
I 1.621 2.358 1.060 1.47
Br 2.582 3.348 4.252 0.67
Se 0.086 -1.327 0.782 0.72
F -4.123 -3.630 -4.339 0.06
F -5.237 -0.236 -1.236 0.08
F -1.477 -2.920 -4.180 0.10
F -0.706 -0.812 -2.576 0.04
F -5.971 -2.270 -2.857 0.07
O 0.149 1.760 -2.545 -0.11
O -0.577 0.033 1.428 -0.52
O -1.029 -2.019 -0.126 -0.39
O 1.212 -0.666 -0.255 -0.55
O 0.876 3.912 -0.698 -0.19
O -0.782 3.605 -3.436 0.07
O -2.551 0.518 -1.116 -0.10
O -1.020 2.860 -0.251 -0.14
O 0.731 -2.294 1.864 -0.43
C 3.107 1.609 3.744 -0.75
C -3.729 -2.618 -3.524 -0.15
C 2.744 1.143 2.489 -0.55
C 3.853 0.852 4.627 -0.16
C -4.284 -0.883 -1.945 -0.12
C 3.164 -0.133 2.130 -0.13
C -2.386 -2.255 -3.442 -0.14
C -0.193 3.370 -1.055 -0.68
C -0.333 2.944 -2.519 -0.58
C -2.022 -1.206 -2.633 -0.11
C 3.925 -0.901 2.993 -0.08
C -2.929 -0.451 -1.829 -0.30
C 4.272 -0.410 4.241 -0.11
C -4.664 -1.923 -2.768 -0.15
H 2.868 -0.525 1.171 0.07
H 4.232 -1.890 2.689 0.10
H 4.872 -1.008 4.912 0.09
H 4.093 1.244 5.603 0.08
```

# 2
Molecular formula: C14H4ClF6N3O2
Method: DFT, ωB97M-V with the def2-TZVPD basis set

Values from the calculation:
frontier orbital gap = 8.2 eV
SMILES string = O=C1c2cnc(Cl)nc2C(=O)N1c1cc(C(F)(F)F)cc(C(F)(F)F)c1
multiplicity = 1
HOMO energy = -0.3562 Ha
largest force on an atom = 5.42 eV Å⁻¹
net charge = 0
energy relative to the best compared isomer or geometry (same formula, charge and spin) = 156.5 kJ/mol

Structure (XYZ):
```
30
Properties=species:S:1:pos:R:3:lowdin_charge:R:1
Cl 1.365 2.477 7.315 0.74
F 2.056 1.817 -3.436 0.11
F -2.669 -2.801 -1.928 0.19
F -2.119 -3.067 -0.094 0.13
F -3.281 -1.215 -0.527 0.17
F 1.704 -0.005 -4.312 0.22
F 0.056 1.597 -4.098 0.14
O 2.955 1.895 0.909 0.17
O -1.045 0.354 2.591 0.13
N 0.859 0.849 1.259 0.14
N 0.744 1.692 4.904 0.15
N 2.816 2.555 5.031 0.09
C 1.723 2.271 5.661 -0.78
C 2.017 1.672 1.597 -0.35
C 0.867 1.444 3.574 -0.08
C 0.585 0.235 -2.317 -0.06
C -1.064 -1.175 -1.179 -0.10
C 1.086 0.862 -3.615 -0.60
C -0.516 -0.738 -2.345 0.07
C 1.090 0.667 -1.139 0.05
C 0.102 0.785 2.490 -0.26
C -2.318 -2.045 -0.953 -0.61
C 0.468 0.247 0.006 -0.11
C -0.521 -0.738 0.017 0.06
C 1.978 1.935 2.979 -0.11
C 2.975 2.427 3.768 -0.04
H -0.799 -1.317 0.849 0.12
H 1.870 1.346 -1.074 0.10
H -1.005 -0.985 -3.349 0.16
H 3.898 2.836 3.290 0.16
```

# 3
Molecular formula: C14H50F6N2O10P
Method: DFT, ωB97M-V with the def2-TZVPD basis set

Values from the calculation:
frontier orbital gap = 9.8 eV
multiplicity = 1
HOMO energy = -0.2719 Ha
largest force on an atom = 2.75 eV Å⁻¹
net charge = -1
energy relative to the best compared isomer or geometry (same formula, charge and spin) = 0.0 kJ/mol

Structure (XYZ):
```
83
Properties=species:S:1:pos:R:3:lowdin_charge:R:1
P 0.403 0.561 -0.652 0.11
F -0.266 -0.813 -0.194 -0.14
F 1.342 0.648 0.635 -0.14
F -0.534 0.591 -1.972 -0.14
F 1.021 1.976 -1.088 -0.13
F 1.500 -0.287 -1.446 -0.13
F -0.766 1.365 0.148 -0.16
O 3.159 3.643 2.380 -0.10
O -1.608 -0.668 4.740 -0.11
O -0.630 1.833 -5.057 -0.22
O -2.933 0.511 2.569 -0.08
O -0.502 -7.028 2.601 -0.19
O -0.463 -2.455 -2.899 -0.09
O -1.952 3.352 3.041 -0.12
O -2.493 2.678 -1.784 -0.07
O 0.364 3.838 1.360 -0.06
O 1.993 1.611 -3.893 -0.07
N -0.738 5.167 -6.395 0.02
N -1.045 -3.662 3.921 0.04
C -1.218 3.025 -5.449 -0.26
C 0.918 -4.288 2.513 -0.05
C -0.327 -0.592 5.370 -0.30
C -1.139 -6.899 1.296 -0.07
C 0.634 -2.598 -3.828 -0.34
C -0.181 4.084 -5.602 -0.45
C 0.246 -3.439 -4.990 -0.10
C -0.742 -5.994 3.489 -0.27
C -0.241 0.697 6.149 -0.09
C -1.466 0.699 -5.187 -0.09
C 3.939 2.199 4.132 -0.09
C -0.525 -4.644 2.912 -0.43
C 0.288 4.559 -4.222 -0.05
C 2.827 2.470 3.130 -0.30
H -0.404 -4.239 -4.612 0.08
H -2.323 -0.618 5.387 0.10
H -0.054 -6.241 4.302 0.13
H 1.093 -3.982 -5.409 0.07
H -2.372 0.342 1.799 0.03
H 0.680 3.054 0.881 0.01
H 1.589 -2.885 -3.342 0.11
H -0.328 1.543 5.469 0.08
H 0.407 3.699 -3.554 0.07
H -1.227 3.681 2.444 0.01
H -1.052 -0.073 -4.521 0.07
H 1.250 5.066 -4.284 0.08
H 3.851 1.216 4.597 0.07
H 1.491 -3.780 3.289 0.07
H -1.968 2.370 2.976 0.00
H 0.638 3.561 -6.101 0.15
H 0.666 0.836 6.743 0.07
H 1.148 4.399 1.442 0.04
H 1.816 1.079 -3.103 -0.01
H 3.901 2.986 4.880 0.07
H 0.951 -1.567 -4.110 0.10
H -1.534 5.566 -5.883 0.08
H 2.637 1.702 2.383 0.10
H -1.509 0.268 -6.195 0.09
H -1.812 2.582 -2.461 0.00
H 1.039 -3.794 1.556 0.07
H -1.070 0.758 6.868 0.08
H -0.502 -3.806 4.773 0.06
H -1.080 -7.807 0.706 0.08
H -2.360 1.910 -1.219 0.01
H -0.493 5.184 -3.783 0.08
H 4.897 2.202 3.606 0.07
H 1.527 -5.206 2.339 0.08
H -0.137 -1.869 -2.201 0.03
H -1.658 2.840 -6.449 0.13
H 0.364 -0.490 4.531 0.12
H 1.927 2.707 3.686 0.11
H -2.198 -6.635 1.485 0.10
H -1.164 -4.484 2.043 0.13
H -2.462 0.857 -4.744 0.10
H -0.690 -6.090 0.703 0.08
H -2.087 3.254 -4.812 0.14
H -0.112 -1.474 5.979 0.11
H -0.290 -2.873 -5.746 0.07
H -1.754 -6.040 3.919 0.13
H -0.809 -2.733 3.584 0.05
H 1.290 1.314 -4.501 0.02
H -2.465 0.094 3.335 0.01
H -0.082 5.951 -6.275 0.07
H 3.965 3.532 1.871 0.08
```

# 4
Molecular formula: C14H50N8O11
Method: DFT, ωB97M-V with the def2-TZVPD basis set

Values from the calculation:
frontier orbital gap = 8.8 eV
SMILES string = NC(N)=O.NC(N)=O.NC(N)=O.NC(N)=O.CCO.CCO.CCO.CO.CO.CO.CO
multiplicity = 1
HOMO energy = -0.3309 Ha
largest force on an atom = 2.53 eV Å⁻¹
net charge = 0
energy relative to the best compared isomer or geometry (same formula, charge and spin) = 106.6 kJ/mol

Structure (XYZ):
```
83
Properties=species:S:1:pos:R:3:lowdin_charge:R:1
O 15.112 -3.285 -9.836 0.01
O 11.127 -1.557 -7.470 -0.18
O 17.142 4.797 -5.242 -0.07
O 9.215 -2.258 -5.690 -0.11
O 16.767 3.244 -0.715 0.02
O 17.121 0.640 -8.645 -0.11
O 11.116 -0.095 -1.457 -0.14
O 13.999 -3.619 -5.281 -0.01
O 11.972 5.043 -4.051 -0.09
O 18.411 -2.865 -7.140 -0.01
O 12.610 0.321 -3.820 -0.08
N 12.893 -5.180 -6.491 0.17
N 16.845 -2.103 -5.705 0.15
N 14.543 -1.508 -8.497 0.19
N 14.889 2.025 -1.122 0.17
N 16.451 -4.029 -6.886 0.18
N 13.046 -3.196 -8.910 0.14
N 16.954 1.318 -1.891 0.15
N 12.453 -4.943 -4.247 0.16
C 14.315 -2.702 -9.102 -0.67
C 16.280 2.508 -5.233 -0.11
C 12.514 4.144 -5.040 -0.30
C 11.155 -1.538 -1.429 -0.11
C 10.156 -2.452 -4.625 -0.12
C 13.847 -0.355 -3.896 -0.29
C 13.190 -4.552 -5.307 -0.64
C 14.085 -0.554 -5.403 -0.10
C 17.308 -3.022 -6.603 -0.67
C 11.393 3.184 -5.395 -0.09
C 17.509 0.950 -7.312 -0.17
C 16.232 2.238 -1.168 -0.69
C 16.333 3.866 -4.543 -0.28
C 10.959 -0.178 -7.838 -0.10
H 11.271 5.486 -4.543 0.07
H 10.617 0.237 -0.710 0.09
H 11.300 -1.743 -0.365 0.09
H 17.510 -1.399 -5.461 0.09
H 12.362 -2.703 -8.348 0.05
H 13.697 -1.352 -3.460 0.10
H 13.799 0.330 -5.973 0.08
H 14.441 1.233 -1.536 0.07
H 13.324 3.571 -4.584 0.09
H 12.116 0.137 -3.008 0.03
H 11.956 -5.809 -4.279 0.10
H 15.125 -0.765 -5.667 0.04
H 16.656 3.859 -3.506 0.11
H 16.974 4.831 -6.184 0.08
H 16.013 2.484 -6.286 0.07
H 16.639 0.969 -6.654 0.02
H 10.608 3.776 -5.880 0.07
H 17.295 2.098 -5.136 0.08
H 12.983 4.727 -5.836 0.11
H 12.529 -4.356 -3.434 0.11
H 10.154 -1.900 -1.679 0.08
H 17.954 1.941 -7.199 0.08
H 17.935 0.491 -9.135 0.09
H 12.285 -5.972 -6.536 0.10
H 8.800 -3.109 -5.854 0.10
H 18.144 0.139 -6.951 0.08
H 11.055 2.525 -4.600 0.07
H 15.302 -0.870 -8.689 0.09
H 11.587 2.459 -6.198 0.06
H 13.844 -1.042 -7.946 0.06
H 15.911 -2.179 -5.340 0.05
H 10.579 -0.132 -8.858 0.08
H 14.372 2.736 -0.635 0.11
H 14.724 0.102 -3.420 0.07
H 10.117 -1.652 -3.894 0.07
H 16.615 -4.864 -7.406 0.11
H 11.189 -2.523 -4.981 0.07
H 16.473 0.453 -2.072 0.08
H 10.296 0.233 -7.075 0.08
H 9.997 -3.433 -4.171 0.08
H 17.905 1.301 -1.552 0.11
H 15.304 4.242 -4.613 0.09
H 13.486 -1.393 -5.759 0.05
H 13.398 -4.824 -7.288 0.08
H 11.917 0.338 -7.797 0.06
H 10.389 -1.864 -6.903 0.03
H 11.901 -1.871 -2.142 0.07
H 12.691 -3.743 -9.672 0.10
H 15.511 -3.869 -6.537 0.04
H 15.714 1.824 -4.593 0.06
```

# 5
Molecular formula: C14H50O14
Method: DFT, ωB97M-V with the def2-TZVPD basis set

Values from the calculation:
frontier orbital gap = 9.8 eV
SMILES string = OCCO.OCCO.OCCO.CO.CO.CO.CO.CO.CO.CO.CO
multiplicity = 1
HOMO energy = -0.3622 Ha
largest force on an atom = 3.75 eV Å⁻¹
net charge = 0
energy relative to the best compared isomer or geometry (same formula, charge and spin) = 516.5 kJ/mol

Structure (XYZ):
```
78
Properties=species:S:1:pos:R:3:lowdin_charge:R:1
O 8.211 24.157 -5.464 -0.14
O 14.468 27.060 -2.490 -0.08
O 5.093 20.385 1.220 -0.09
O 8.816 25.310 6.183 -0.12
O 16.828 21.948 -3.342 -0.13
O 10.141 16.793 11.038 -0.07
O 11.357 19.867 -4.857 -0.14
O 12.199 29.116 -2.214 -0.08
O 10.404 18.517 8.625 -0.08
O 9.919 21.572 2.297 -0.11
O 14.712 25.640 6.732 -0.08
O 14.982 22.739 5.005 -0.07
O 9.984 14.031 2.054 -0.13
O 17.911 16.761 0.481 -0.10
C 10.120 15.369 1.526 -0.15
C 10.822 18.907 9.952 -0.22
C 7.535 24.977 6.668 -0.18
C 4.666 20.638 -0.018 -0.24
C 15.744 23.490 5.883 -0.24
C 10.876 18.587 -4.586 -0.17
C 15.498 25.057 5.722 -0.22
C 8.510 25.386 -4.792 -0.16
C 16.583 16.673 0.032 -0.20
C 17.756 21.833 -2.274 -0.17
C 12.993 28.648 -1.172 -0.24
C 9.949 18.175 11.012 -0.25
C 10.667 21.361 1.120 -0.18
C 13.478 27.211 -1.468 -0.23
H 8.613 25.095 -3.747 0.06
H 16.366 25.712 5.642 0.11
H 18.161 20.824 -2.195 0.08
H 13.830 25.673 6.355 0.08
H 15.564 22.385 4.328 0.09
H 15.934 17.497 0.328 0.07
H 11.000 15.470 0.891 0.07
H 7.296 25.506 7.590 0.08
H 10.858 19.098 8.010 0.08
H 13.787 29.383 -1.311 0.13
H 14.054 26.933 -0.586 0.10
H 10.070 14.107 3.007 0.06
H 17.260 22.106 -1.342 0.08
H 10.786 19.993 10.036 0.11
H 12.430 28.771 -0.247 0.12
H 9.253 15.617 0.914 0.07
H 10.848 18.270 -5.629 0.08
H 18.228 15.855 0.470 0.08
H 11.083 16.681 11.184 0.08
H 9.547 25.711 -4.878 0.07
H 9.028 24.601 5.571 0.07
H 3.932 21.438 -0.118 0.08
H 10.334 16.072 2.331 0.07
H 17.122 21.358 -4.040 0.07
H 8.880 18.385 10.958 0.12
H 10.078 21.543 0.221 0.07
H 16.024 15.882 0.530 0.08
H 8.831 23.466 -5.220 0.07
H 15.573 23.129 6.897 0.11
H 6.799 25.082 5.871 0.08
H 11.887 18.684 10.013 0.11
H 12.723 26.439 -1.618 0.12
H 4.265 19.700 -0.401 0.08
H 4.680 19.588 1.561 0.09
H 11.292 28.870 -2.018 0.08
H 16.412 16.719 -1.044 0.07
H 12.137 19.773 -5.409 0.08
H 7.627 26.017 -4.895 0.09
H 5.458 20.988 -0.680 0.08
H 9.068 21.134 2.228 0.07
H 11.214 20.420 1.055 0.07
H 10.366 18.353 12.003 0.11
H 14.491 26.146 -2.782 0.08
H 18.583 22.529 -2.412 0.07
H 11.439 22.102 0.910 0.07
H 7.513 23.949 7.030 0.07
H 11.644 18.038 -4.042 0.07
H 14.942 25.310 4.819 0.11
H 16.771 23.180 5.691 0.11
H 9.917 18.552 -4.069 0.08
```

# 6
Molecular formula: C14H50O14
Method: DFT, ωB97M-V with the def2-TZVPD basis set

Values from the calculation:
frontier orbital gap = 9.7 eV
SMILES string = OCCO.OCCO.OCCO.CO.CO.CO.CO.CO.CO.CO.CO
multiplicity = 1
HOMO energy = -0.3571 Ha
largest force on an atom = 4.22 eV Å⁻¹
net charge = 0
energy relative to the best compared isomer or geometry (same formula, charge and spin) = 354.0 kJ/mol

Structure (XYZ):
```
78
Properties=species:S:1:pos:R:3:lowdin_charge:R:1
O -4.721 -3.427 1.260 -0.12
O -0.673 1.622 0.809 -0.11
O -4.886 -2.379 -2.642 -0.14
O 4.279 3.073 0.909 -0.07
O 0.045 3.540 2.527 -0.12
O 4.069 -0.662 -1.957 -0.06
O -3.655 -1.561 5.497 -0.11
O -2.111 1.756 -1.672 -0.12
O -0.127 -0.754 -0.290 -0.07
O 1.506 -2.985 1.177 -0.10
O -0.149 -2.597 -2.865 -0.10
O 4.626 0.328 -4.696 -0.07
O 4.102 0.228 1.945 -0.04
O 2.101 4.764 -1.322 -0.10
C -5.373 -1.192 -1.983 -0.14
C -1.144 -0.598 0.699 -0.22
C 3.541 -0.425 -4.154 -0.23
C 0.424 -3.841 1.153 -0.19
C 4.217 2.600 2.295 -0.23
C 1.500 3.511 -1.584 -0.17
C -3.335 -1.763 4.111 -0.15
C 3.137 -0.038 -2.715 -0.27
C -1.090 3.729 3.330 -0.14
C -0.752 0.491 1.664 -0.19
C 3.453 1.327 2.627 -0.23
C -1.522 2.301 -2.890 -0.14
C -3.640 -3.720 0.431 -0.17
C 1.131 -3.137 -2.667 -0.18
H -0.287 -2.067 -2.076 0.04
H 4.969 -0.420 -2.187 0.10
H 5.233 2.388 2.627 0.12
H 1.101 -3.944 -1.935 0.07
H 5.109 3.511 0.709 0.08
H 2.464 4.729 -0.434 0.06
H -0.447 2.182 -3.026 0.05
H 2.687 0.010 -4.674 0.11
H -1.571 0.678 2.358 0.12
H -3.721 -4.677 -0.084 0.08
H 3.235 1.029 -2.516 0.11
H -2.025 1.924 -3.780 0.08
H -0.349 2.319 1.384 0.03
H -2.292 -1.574 3.856 0.06
H 1.889 -2.531 -2.170 0.06
H 3.832 3.383 2.949 0.11
H 4.709 0.074 -5.618 0.08
H 1.274 3.510 -2.650 0.08
H -1.669 3.371 -3.035 0.07
H 2.130 -0.404 -2.514 0.11
H -6.264 -1.623 -1.525 0.08
H -0.161 -3.302 1.899 0.06
H -4.659 -3.733 2.168 0.06
H 0.468 4.399 2.466 0.10
H 2.433 1.660 2.435 0.10
H -2.038 -0.349 0.128 0.12
H 0.524 3.382 -1.117 0.06
H -2.868 -1.161 5.874 0.07
H 1.612 -3.390 -3.612 0.08
H 1.142 -2.102 1.274 0.05
H 0.646 -4.854 1.487 0.09
H -1.423 2.830 3.848 0.09
H -3.935 -1.055 3.540 0.08
H -3.457 -2.993 -0.361 0.07
H -1.559 1.887 -0.898 0.01
H -4.495 -2.040 -3.451 0.07
H -5.667 -0.436 -2.710 0.07
H 3.549 1.187 3.703 0.12
H -4.594 -0.766 -1.351 0.07
H 3.681 -1.486 -4.358 0.12
H -0.240 -3.781 0.291 0.07
H -1.003 4.505 4.091 0.09
H 0.282 0.300 1.953 0.13
H 2.073 2.642 -1.262 0.07
H -3.452 -2.801 3.797 0.06
H -2.794 -3.785 1.115 0.06
H -1.873 4.106 2.671 0.09
H -1.174 -1.580 1.172 0.09
H 0.026 0.175 -0.476 0.07
H 4.002 0.482 1.024 0.07
```